No. 1
ORCA calculation (the ωB97M-V functional and the def2-TZVPD basis) on 4 unconnected molecules or ions with the total composition C22H31BrN6O4P in a non-equilibrium geometry.

The HOMO energy comes out at -10.78 eV. The value obtained for the maximum force is 5.0 eV/Å. As for the HOMO-LUMO gap: 6.93 eV. The value obtained for the LUMO energy is -3.857 eV.

Geometry as ORCA input:
```
! wB97M-V def2-TZVPD RIJCOSX def2/J DEFGRID3
* xyz 1 1
Br -0.178 4.359 2.596
P 2.825 -3.487 -0.293
O 3.912 -4.678 -0.192
O 4.138 -0.492 -1.324
O 1.503 -3.967 0.109
O 2.882 -3.050 -1.843
N 2.571 1.152 -0.817
N -2.998 -0.282 3.447
N -7.303 -1.808 -1.333
N -5.414 -1.949 -0.849
N 1.086 2.908 -0.458
N 4.053 3.253 -4.266
C 3.036 1.866 -1.979
C 1.643 -0.319 1.391
C 2.720 -0.806 0.571
C -3.718 -2.096 -2.845
C -4.200 0.043 1.149
C 1.572 1.681 -0.051
C 0.400 2.510 3.030
C 4.716 3.269 -3.108
C 3.141 -0.041 -0.511
C 1.100 0.950 1.059
C -3.517 -0.135 2.433
C 4.234 2.581 -1.994
C 2.333 1.863 -3.202
C 0.941 -0.536 3.911
C -8.343 -2.033 -1.775
C 3.442 -2.124 0.804
C 2.911 2.581 -4.253
C -0.038 1.571 1.850
C -4.641 -2.016 -1.707
C -9.663 -2.339 -2.335
C 1.158 -1.210 2.540
C 1.914 2.592 3.291
H 4.833 2.602 -1.076
H 0.610 2.881 -1.353
H -4.028 -2.892 -3.523
H 1.914 -1.985 2.695
H 3.481 -2.453 1.845
H 2.313 -2.280 -1.971
H 2.347 2.585 -5.191
H 0.749 -1.351 4.627
H -3.468 0.104 0.345
H 1.838 -0.034 4.292
H 0.535 3.371 0.257
H -4.787 0.960 1.167
H 2.396 3.305 2.610
H -0.168 2.198 3.911
H 1.383 1.335 -3.302
H -3.719 -1.152 -3.391
H -10.214 -2.982 -1.652
H -2.707 -2.304 -2.496
H -0.641 2.189 1.174
H 4.948 -0.056 -1.011
H 4.492 -1.966 0.497
H 4.576 -4.442 0.471
H 0.258 -1.733 2.179
H -9.550 -2.849 -3.291
H -4.861 -0.800 0.959
H -0.715 0.779 2.216
H 0.059 0.105 3.964
H 2.435 1.633 3.248
H 5.648 3.832 -3.063
H -10.221 -1.417 -2.487
H 2.043 3.007 4.303
*
```

---

No. 2
ORCA calculation (the ωB97M-V functional and the def2-TZVPD basis) on 2 unconnected molecules or ions with the total composition C38H50N2O2 in a non-equilibrium geometry.

The HOMO energy comes out at -4.69 eV. The relative energy (zero: lowest compared OMol25 entry of this formula, charge and spin) comes out at 0.0 kJ/mol. The value obtained for the maximum force is 3.5 eV/Å. As for the HOMO-LUMO gap: 2.10 eV. The value obtained for the LUMO energy is -2.590 eV.

Geometry as ORCA input:
```
! wB97M-V def2-TZVPD RIJCOSX def2/J DEFGRID3
* xyz 0 1
O -0.866 3.083 -0.088
O 2.053 -5.057 3.191
N 1.839 -3.296 0.135
N 0.668 -3.602 2.042
C 0.800 -0.626 -3.727
C -4.798 5.333 -0.068
C -2.500 5.979 1.395
C 1.436 2.739 1.910
C 0.721 0.814 -5.704
C 1.514 -6.345 0.094
C 0.824 -0.275 0.071
C -0.630 -0.866 1.933
C -0.496 -3.849 2.863
C -0.617 -0.728 -3.771
C 1.449 0.154 -4.712
C 0.689 -2.721 0.875
C -3.975 3.005 0.105
C 0.051 4.763 1.350
C 2.046 4.099 -0.063
C -0.207 5.870 2.126
C -0.416 -6.909 -1.260
C 2.465 4.953 2.232
C 2.631 -4.244 0.933
C -2.352 4.879 0.580
C -1.035 -7.508 -0.160
C -3.570 4.428 -0.265
C 0.933 -7.035 1.163
C -1.341 -0.041 -4.749
C 1.907 -0.914 2.208
C 1.805 -4.360 2.210
C -3.225 4.420 -1.752
C -1.046 4.157 0.557
C -0.343 -7.583 1.054
C 2.818 -5.618 0.285
C 0.863 -6.360 -1.141
C -0.680 0.739 -5.711
C 1.485 4.161 1.359
C -1.455 6.476 2.159
C 1.577 -1.308 -2.736
C 1.159 -2.426 -2.031
C 2.035 -3.145 -1.185
C 0.718 -1.177 1.288
H -0.825 0.215 1.953
H 1.087 2.725 2.951
H 2.582 5.984 1.879
H -2.431 -0.119 -4.777
H 3.605 -3.806 1.221
H -0.229 -2.885 0.275
H -2.943 5.420 -2.094
H 2.609 -0.980 -2.592
H 1.884 0.120 2.580
H -2.402 3.722 -1.934
H -4.852 2.721 -0.489
H 1.480 -7.117 2.104
H 3.056 3.669 -0.040
H -4.247 2.942 1.163
H 1.900 -1.578 3.079
H 3.439 -6.190 0.986
H -1.253 1.293 -6.456
H 1.807 -0.324 -0.411
H -1.441 -1.304 1.333
H 1.236 1.380 -6.488
H -1.134 -1.369 -3.053
H 2.097 5.102 -0.499
H -5.163 5.316 0.968
H -0.653 -4.932 2.962
H 2.851 -1.050 1.667
H -1.616 7.352 2.779
H 3.453 4.483 2.194
H -4.607 6.369 -0.377
H 2.543 0.183 -4.720
H 2.154 4.954 3.286
H 0.652 0.774 0.344
H 0.123 -2.801 -2.130
H 0.734 2.161 1.308
H -2.046 -7.910 -0.237
H -0.940 -6.855 -2.214
H 0.048 -0.514 -0.663
H 1.358 -5.914 -2.006
H -3.462 6.497 1.454
H -5.621 4.969 -0.692
H -3.142 2.326 -0.102
H -0.800 -8.053 1.925
H 2.945 -3.614 -1.584
H 1.406 3.471 -0.690
H 0.588 6.297 2.741
H 3.347 -5.502 -0.663
H -4.112 4.109 -2.317
H -0.703 -1.220 2.966
H -1.382 -3.412 2.392
H 2.434 2.277 1.853
H -0.347 -3.440 3.869
*
```

---

No. 3
ORCA calculation (the ωB97M-V functional and the def2-TZVPD basis) on 8 unconnected molecules or ions with the total composition C11H38IO10P.

The HOMO energy comes out at -8.53 eV. The value obtained for the maximum force is 0.3 eV/Å. As for the HOMO-LUMO gap: 8.91 eV. The value obtained for the LUMO energy is 0.378 eV.

Geometry as ORCA input:
```
! wB97M-V def2-TZVPD RIJCOSX def2/J DEFGRID3
* xyz 0 1
I -3.822 -2.515 -1.783
P -4.860 -0.362 -2.383
O -5.533 0.088 -0.955
O -5.394 -0.731 1.734
O -3.276 3.798 -0.153
O 7.681 -2.258 2.737
O 3.663 0.649 -0.486
O -5.377 1.121 -5.598
O -2.202 0.238 -1.807
O 3.049 -3.440 4.864
O 1.104 0.290 -1.899
O 3.647 -0.431 2.329
C 3.780 -1.807 2.006
C -5.376 0.648 2.076
C 0.923 -0.955 -2.561
C 7.120 -0.986 3.032
C -2.327 4.797 0.193
C 4.615 1.091 -1.437
C 0.028 0.606 -1.027
C 3.665 -3.893 6.057
C -3.390 0.775 -2.334
C -5.764 -0.182 -6.015
C -1.164 1.205 -1.758
H -5.313 -0.877 -5.311
H -4.704 -1.185 2.225
H -3.910 3.710 0.564
H 4.399 -1.955 1.116
H 6.378 -0.778 2.265
H 5.490 1.427 -0.884
H 2.856 -2.501 4.948
H -6.848 -0.319 -5.984
H -1.531 2.109 -1.259
H 3.257 0.009 1.565
H 1.653 -1.007 -3.368
H -3.732 1.631 -1.734
H 2.810 -2.289 1.848
H -0.084 -1.037 -2.980
H 4.922 0.286 -2.112
H -6.149 1.131 1.482
H 0.433 1.298 -0.288
H 4.608 -3.375 6.255
H 2.867 0.370 -0.962
H -5.593 0.804 3.135
H 3.012 -3.784 6.927
H 4.262 -2.292 2.851
H 8.338 -2.467 3.405
H -1.632 4.872 -0.641
H -4.415 1.110 1.829
H 4.236 1.925 -2.033
H -5.763 1.765 -6.197
H 1.085 -1.790 -1.872
H 6.614 -0.975 4.001
H 3.878 -4.951 5.918
H -2.796 5.773 0.339
H -5.401 -0.414 -7.020
H 7.873 -0.193 3.013
H -1.763 4.534 1.092
H -0.316 -0.295 -0.506
H -3.242 1.122 -3.368
H -0.858 1.483 -2.776
H -5.712 -0.618 -0.316
*
```

---

No. 4
ORCA calculation (the ωB97M-V functional and the def2-TZVPD basis) on a molecular structure, C20H24GeN2OPdS2.

The HOMO energy comes out at -7.87 eV. The relative energy (zero: lowest compared OMol25 entry of this formula, charge and spin) comes out at 0.0 kJ/mol. The value obtained for the maximum force is 0.6 eV/Å. As for the HOMO-LUMO gap: 6.39 eV. The value obtained for the LUMO energy is -1.481 eV.

Geometry as ORCA input:
```
! wB97M-V def2-TZVPD RIJCOSX def2/J DEFGRID3
* xyz 0 1
Pd -0.181 0.475 1.663
Ge 1.359 -2.291 2.776
S -4.525 0.050 -0.175
S -2.337 -0.284 1.834
O 1.684 0.940 1.023
N -0.948 1.578 0.063
N -2.237 1.292 -0.378
C -1.718 -1.805 -1.662
C 1.484 4.096 -0.840
C -0.924 2.867 -1.977
C 3.186 -1.622 2.643
C 1.939 2.118 0.499
C -2.883 0.476 0.364
C -3.277 -0.845 -3.207
C 0.747 -3.064 1.099
C -0.290 2.394 -0.698
C -0.686 -1.597 -2.569
C 2.727 4.615 -0.558
C -2.254 -0.647 -4.119
C -0.952 -1.017 -3.799
C 1.056 2.852 -0.342
C 3.218 2.656 0.744
C 0.337 -0.627 3.052
C -4.099 -1.563 -0.938
C -3.018 -1.426 -1.969
C 3.603 3.872 0.232
C 1.114 -3.496 4.290
H 3.525 -1.222 3.598
H -3.810 -2.258 -0.152
H 1.171 -4.059 0.961
H 0.327 -1.881 -2.309
H 0.807 4.684 -1.443
H 3.224 -0.827 1.899
H -4.286 -0.527 -3.445
H 4.590 4.259 0.456
H -1.858 3.391 -1.781
H -2.468 -0.197 -5.080
H 3.884 2.075 1.369
H -0.252 3.488 -2.556
H 3.015 5.583 -0.944
H 0.107 -0.286 4.069
H 1.674 -4.417 4.122
H 1.476 -3.038 5.210
H -0.341 -3.134 1.082
H -1.188 1.988 -2.568
H 3.847 -2.438 2.352
H 1.066 -2.426 0.275
H 0.063 -3.755 4.418
H -5.036 -1.904 -1.378
H -0.151 -0.853 -4.508
H -1.511 -2.243 -0.694
*
```

---

No. 5
ORCA calculation (the ωB97M-V functional and the def2-TZVPD basis) on 2 unconnected molecules or ions with the total composition C3H10N3 in a non-equilibrium geometry.

The HOMO energy comes out at -13.08 eV. The relative energy (zero: lowest compared OMol25 entry of this formula, charge and spin) comes out at 392.5 kJ/mol. The value obtained for the maximum force is 2.6 eV/Å. As for the HOMO-LUMO gap: 9.02 eV. The value obtained for the LUMO energy is -4.062 eV.

Geometry as ORCA input:
```
! wB97M-V def2-TZVPD RIJCOSX def2/J DEFGRID3
* xyz 1 1
N -1.747 1.515 0.090
N 0.345 -0.290 0.610
N 1.734 0.182 0.689
C 2.386 0.241 -0.596
C -1.616 0.341 0.016
C -2.324 -0.865 -0.251
H 1.762 1.069 1.181
H -1.835 -1.478 -1.010
H 0.395 -1.152 0.063
H 3.447 0.400 -0.405
H 2.275 -0.721 -1.100
H -3.332 -0.601 -0.587
H 2.021 1.036 -1.254
H -2.413 -1.449 0.669
H 0.099 -0.550 1.567
H -1.199 2.323 0.318
*
```

---

Please write out number 3 again, unchanged.
ORCA calculation (the ωB97M-V functional and the def2-TZVPD basis) on 8 unconnected molecules or ions with the total composition C11H38IO10P.

The HOMO energy comes out at -8.53 eV. The value obtained for the maximum force is 0.3 eV/Å. As for the HOMO-LUMO gap: 8.91 eV. The value obtained for the LUMO energy is 0.378 eV.

Geometry as ORCA input:
```
! wB97M-V def2-TZVPD RIJCOSX def2/J DEFGRID3
* xyz 0 1
I -3.822 -2.515 -1.783
P -4.860 -0.362 -2.383
O -5.533 0.088 -0.955
O -5.394 -0.731 1.734
O -3.276 3.798 -0.153
O 7.681 -2.258 2.737
O 3.663 0.649 -0.486
O -5.377 1.121 -5.598
O -2.202 0.238 -1.807
O 3.049 -3.440 4.864
O 1.104 0.290 -1.899
O 3.647 -0.431 2.329
C 3.780 -1.807 2.006
C -5.376 0.648 2.076
C 0.923 -0.955 -2.561
C 7.120 -0.986 3.032
C -2.327 4.797 0.193
C 4.615 1.091 -1.437
C 0.028 0.606 -1.027
C 3.665 -3.893 6.057
C -3.390 0.775 -2.334
C -5.764 -0.182 -6.015
C -1.164 1.205 -1.758
H -5.313 -0.877 -5.311
H -4.704 -1.185 2.225
H -3.910 3.710 0.564
H 4.399 -1.955 1.116
H 6.378 -0.778 2.265
H 5.490 1.427 -0.884
H 2.856 -2.501 4.948
H -6.848 -0.319 -5.984
H -1.531 2.109 -1.259
H 3.257 0.009 1.565
H 1.653 -1.007 -3.368
H -3.732 1.631 -1.734
H 2.810 -2.289 1.848
H -0.084 -1.037 -2.980
H 4.922 0.286 -2.112
H -6.149 1.131 1.482
H 0.433 1.298 -0.288
H 4.608 -3.375 6.255
H 2.867 0.370 -0.962
H -5.593 0.804 3.135
H 3.012 -3.784 6.927
H 4.262 -2.292 2.851
H 8.338 -2.467 3.405
H -1.632 4.872 -0.641
H -4.415 1.110 1.829
H 4.236 1.925 -2.033
H -5.763 1.765 -6.197
H 1.085 -1.790 -1.872
H 6.614 -0.975 4.001
H 3.878 -4.951 5.918
H -2.796 5.773 0.339
H -5.401 -0.414 -7.020
H 7.873 -0.193 3.013
H -1.763 4.534 1.092
H -0.316 -0.295 -0.506
H -3.242 1.122 -3.368
H -0.858 1.483 -2.776
H -5.712 -0.618 -0.316
*
```

---

Number 3 is which compound? C11H38IO10P

---

The lowest maximum force belongs to which entry? C11H38IO10P

---

What is the formula in the fifth record? C3H10N3